This record from the Open Molecules 2025 dataset describes a molecular structure, C11H34AlAsF8N3O9S2. The level of theory is wB97M-V/def2-TZVPD.

Positions of all 69 atoms, in Å:
Al1 1.42 -1.72 -1.04
As1 3.91 0.24 2.26
F1 4.96 1.00 3.37
F2 5.13 -0.95 2.00
F3 2.91 -0.57 1.03
F4 2.68 1.43 2.44
F5 4.50 1.26 0.94
F6 3.15 -0.75 3.47
N1 -0.72 -0.16 -0.72
S1 -0.77 1.19 0.15
O1 -1.74 1.15 1.19
O2 -0.38 2.40 -0.45
F7 0.54 0.78 1.02
S2 -2.14 0.32 -1.60
O3 -2.01 1.39 -2.51
O4 -3.36 0.01 -0.96
F8 -1.99 -0.93 -2.59
C1 -2.75 -3.23 0.53
O5 -1.49 -2.68 0.09
H1 -3.55 -2.74 -0.03
H2 -2.74 -4.31 0.43
H3 -2.80 -3.06 1.61
H4 -1.67 -1.73 0.01
C2 -2.62 2.26 -6.18
O6 -2.59 3.04 -4.99
H5 -3.26 2.71 -6.94
H6 -1.60 2.17 -6.56
H7 -3.03 1.27 -5.98
H8 -2.03 2.57 -4.36
C3 -4.38 3.31 0.46
O7 -3.14 3.53 -0.18
H9 -4.25 2.78 1.40
H10 -4.91 4.26 0.63
H11 -5.06 2.75 -0.19
H12 -3.27 4.04 -0.98
C4 2.94 2.26 -1.30
C5 2.21 1.01 -1.78
C6 1.89 1.00 -3.25
O8 1.10 -0.14 -3.29
C7 0.77 -0.59 -4.60
N2 2.91 -0.23 -1.38
H13 3.19 2.18 -0.24
H14 2.38 3.19 -1.40
H15 3.88 2.32 -1.86
H16 1.24 0.84 -1.30
H17 2.80 0.89 -3.86
H18 1.35 1.90 -3.54
H19 0.46 0.16 -5.33
H20 -0.17 -1.16 -4.57
H21 1.60 -1.17 -4.99
H22 3.83 -0.28 -1.85
H23 3.18 -0.14 -0.40
C8 1.49 -3.57 3.59
C9 0.24 -2.89 3.05
C10 -0.62 -2.15 4.08
O9 0.22 -1.37 4.87
C11 -0.48 -0.52 5.76
N3 0.70 -1.89 2.06
H24 2.10 -2.85 4.12
H25 2.15 -3.87 2.77
H26 1.32 -4.46 4.19
H27 -0.44 -3.62 2.59
H28 -1.13 -2.84 4.78
H29 -1.44 -1.60 3.59
H30 0.19 0.03 6.41
H31 -1.11 -1.08 6.47
H32 -1.12 0.16 5.18
H33 1.43 -1.38 2.59
H34 -0.02 -1.17 2.04

Molar mass in g/mol: 670.4
HOMO-LUMO gap in eV: 2.4
2S+1: 1
Total charge: +1
Highest occupied orbital energy in hartree: -0.439
Lowest unoccupied orbital energy in eV: -9.59

***

This record from the Open Molecules 2025 dataset describes 10 unconnected molecules or ions with the total composition C52H96IN3O12S9. The level of theory is wB97M-V/def2-TZVPD.

Positions of all 173 atoms, in Å:
C1 2.31 -3.24 -0.36
C2 1.14 -2.32 -1.03
C3 0.78 -1.17 0.04
I1 -0.72 -2.11 1.41
C4 0.25 0.22 -0.60
C5 -0.71 -0.04 -1.90
C6 -2.12 -0.68 -1.55
C7 -2.41 -2.22 -1.75
C8 -3.82 -2.84 -1.44
C9 -5.02 -1.98 -0.93
C10 -4.74 -0.47 -0.72
C11 -5.86 0.55 -0.15
C12 -3.36 0.14 -1.04
O1 -0.70 0.62 0.47
C13 -0.08 1.72 1.20
O2 0.11 1.86 2.42
C14 0.34 2.63 -0.07
N1 -1.01 2.83 -0.69
C15 0.85 4.12 0.12
C16 0.19 4.91 1.38
C17 -1.30 5.41 1.11
C18 -2.44 5.35 2.20
C19 -3.91 5.81 1.88
C20 -4.33 6.33 0.47
C21 -3.22 6.42 -0.60
C22 -1.77 5.97 -0.29
C23 1.31 1.49 -0.73
C24 1.66 1.65 -2.29
C25 2.95 2.49 -2.70
N2 3.18 3.78 -1.98
C26 2.74 4.97 -2.76
C27 2.79 6.35 -1.91
C28 4.61 4.01 -1.67
C29 5.06 4.53 -0.21
O3 5.55 3.86 -2.51
C30 2.78 1.29 -0.01
C31 3.24 2.09 1.27
C32 4.68 1.68 1.75
C33 5.58 0.62 1.09
N3 5.10 -0.11 -0.03
C34 3.80 0.23 -0.50
H1 2.14 -3.30 0.78
H2 2.26 -4.31 -0.81
H3 3.30 -2.72 -0.56
H4 0.23 -3.01 -1.13
H5 1.48 -1.91 -2.06
H6 1.68 -1.07 0.72
H7 -0.97 0.96 -2.43
H8 -0.16 -0.64 -2.72
H9 -1.63 -2.95 -2.15
H10 -4.05 -3.97 -1.60
H11 -6.06 -2.38 -0.71
H12 -6.33 1.20 -0.96
H13 -5.28 1.27 0.54
H14 -6.63 0.03 0.53
H15 -3.19 1.26 -0.88
H16 -1.75 2.96 0.01
H17 -1.01 3.55 -1.42
H18 0.63 4.79 -0.79
H19 1.99 4.24 0.27
H20 0.32 4.37 2.37
H21 0.83 5.88 1.47
H22 -2.22 4.95 3.25
H23 -4.73 5.73 2.67
H24 -5.40 6.64 0.19
H25 -3.47 6.78 -1.65
H26 -1.02 6.05 -1.17
H27 0.75 2.18 -2.78
H28 1.82 0.59 -2.74
H29 2.83 2.76 -3.82
H30 3.94 1.90 -2.65
H31 3.45 5.13 -3.65
H32 1.65 4.84 -3.11
H33 2.27 6.28 -0.90
H34 3.88 6.68 -1.70
H35 2.32 7.21 -2.51
H36 5.55 5.57 -0.31
H37 4.16 4.68 0.49
H38 5.84 3.84 0.26
H39 2.58 2.87 1.77
H40 5.11 2.24 2.66
H41 6.64 0.42 1.50
H42 3.45 -0.38 -1.42
C35 0.19 8.88 4.12
S1 1.31 7.89 5.14
O4 2.46 7.49 4.28
C36 0.21 6.46 5.27
H43 0.69 9.82 3.87
H44 -0.04 8.34 3.20
H45 -0.72 9.09 4.68
H46 -0.02 6.08 4.28
H47 -0.70 6.75 5.79
H48 0.72 5.69 5.84
C37 -5.67 3.42 -4.62
S2 -7.28 3.17 -3.84
O5 -7.06 2.33 -2.62
C38 -7.94 2.09 -5.12
H49 -5.06 4.05 -3.97
H50 -5.17 2.46 -4.77
H51 -5.81 3.93 -5.58
H52 -7.30 1.21 -5.24
H53 -8.00 2.63 -6.07
H54 -8.94 1.77 -4.83
C39 4.59 -3.18 4.86
S3 4.48 -2.95 3.07
O6 3.79 -4.16 2.51
C40 6.25 -3.15 2.76
H55 3.58 -3.13 5.28
H56 5.03 -4.15 5.09
H57 5.19 -2.38 5.29
H58 6.58 -4.12 3.12
H59 6.80 -2.36 3.26
H60 6.42 -3.09 1.69
C41 -1.18 1.14 5.42
S4 -2.66 1.77 4.60
O7 -3.08 3.01 5.32
C42 -3.75 0.43 5.15
H61 -0.36 1.85 5.24
H62 -1.36 1.05 6.49
H63 -0.91 0.17 5.00
H64 -3.76 0.39 6.24
H65 -3.40 -0.51 4.74
H66 -4.76 0.64 4.78
C43 -6.27 -7.94 -1.93
S5 -5.81 -6.80 -3.26
O8 -4.70 -5.94 -2.74
C44 -7.33 -5.82 -3.19
H67 -5.44 -8.63 -1.77
H68 -6.46 -7.38 -1.01
H69 -7.16 -8.50 -2.23
H70 -7.45 -5.40 -2.19
H71 -8.18 -6.45 -3.44
H72 -7.25 -5.01 -3.92
C45 -4.40 -11.02 -4.59
S6 -5.89 -10.40 -5.40
O9 -6.31 -9.16 -4.67
C46 -6.97 -11.74 -4.85
H73 -3.59 -10.31 -4.76
H74 -4.57 -11.11 -3.51
H75 -4.13 -11.98 -5.01
H76 -6.97 -11.79 -3.76
H77 -6.61 -12.68 -5.27
H78 -7.98 -11.54 -5.21
C47 10.99 -3.80 1.55
S7 9.76 -4.90 2.29
O10 8.65 -4.04 2.80
C48 10.77 -5.37 3.71
H79 10.56 -3.36 0.65
H80 11.26 -3.01 2.25
H81 11.87 -4.38 1.27
H82 11.06 -4.48 4.28
H83 11.67 -5.90 3.36
H84 10.19 -6.04 4.35
C49 5.14 -9.20 6.74
S8 5.56 -8.06 5.40
O11 6.66 -7.18 5.89
C50 4.03 -7.12 5.47
H85 5.98 -9.87 6.91
H86 4.94 -8.64 7.66
H87 4.26 -9.78 6.46
H88 3.90 -6.69 6.47
H89 3.19 -7.77 5.24
H90 4.08 -6.31 4.74
C51 -3.36 6.13 -5.42
S9 -3.18 5.80 -7.19
O12 -3.88 4.51 -7.47
C52 -1.40 5.46 -7.13
H91 -4.41 6.34 -5.21
H92 -3.03 5.26 -4.84
H93 -2.76 7.00 -5.15
H94 -1.21 4.63 -6.44
H95 -0.87 6.35 -6.80
H96 -1.07 5.18 -8.13

Molar mass in g/mol: 1370.9
HOMO-LUMO gap in eV: 7.4
2S+1: 1
Highest occupied orbital energy in hartree: -0.271
Lowest unoccupied orbital energy in eV: 0.07

***

| no. | electronic energy (eV) |
| --- | --- |
| 1 | -145690.016 |
| 2 | -190116.125 |